Density functional theory data (ωB97M-V with the def2-TZVPD basis set) for a gas-phase ion, C6H13N2 (charge +1) at a distorted geometry.

The calculation puts the relative energy (zero: lowest compared OMol25 entry of this formula, charge and spin) at 1.828 eV. For the highest occupied orbital energy, the calculation gives -14.21 eV. As for the total charge: +1. The value obtained for the LUMO energy is -3.44 eV. The orbital gap is 10.769 eV.

Each line ends with the Löwdin charge.
CARTESIAN COORDINATES (ANGSTROEM)
N: -2.34246 -0.18671 -0.60115  0.198
N: -0.24288 -0.66024 0.34543  -0.046
C: 2.31680 -0.31697 0.03236  -0.049
C: 1.04131 0.11474 0.66897  -0.228
C: -1.20801 0.26323 0.00960  -0.246
C: 1.59485 0.90168 -0.48653  -0.095
C: -0.21657 -2.03772 0.02146  -0.003
C: -1.08565 1.72156 0.29913  0.022
H: -2.47905 -1.11724 -0.99812  0.126
H: 2.26084 -1.17163 -0.50797  0.066
H: 3.15190 -0.33686 0.73537  0.130
H: 1.97167 1.87063 -0.43268  0.101
H: 1.04721 0.67428 -1.38864  0.124
H: -0.97900 1.95725 1.33564  0.101
H: 0.43371 -2.52267 0.73469  0.122
H: -3.24467 0.19884 -0.39519  0.127
H: 0.87826 0.69075 1.65072  0.181
H: -1.15950 -2.44940 0.13968  0.081
H: -1.82164 2.38327 -0.09648  0.096
H: 0.18659 -2.04138 -0.94678  0.100
H: -0.10371 2.06460 -0.11953  0.092